Formula: C28H77N7O7
Source: the OMol25 dataset
Level of theory: the ωB97M-V functional and the def2-TZVPD basis

Each line ends with the Löwdin charge.
Positions of all 119 atoms, in Å:
C 2.091 1.364 -3.380  -0.0907
C 2.430 1.853 -4.798  -0.4142
C 3.812 2.545 -4.858  -0.2548
O 4.241 2.879 -6.163  -0.2119
C 5.417 3.692 -6.202  -0.1309
N 2.431 0.709 -5.724  0.0233
H 1.984 2.179 -2.665  0.0593
H 2.872 0.659 -3.094  0.0646
H 1.182 0.764 -3.368  0.0495
H 1.695 2.483 -5.299  0.1323
H 4.666 2.014 -4.438  0.1122
H 3.842 3.438 -4.232  0.1094
H 5.200 4.751 -6.057  0.0851
H 5.707 3.668 -7.253  0.0745
H 6.283 3.218 -5.740  0.0848
H 2.640 1.140 -6.613  0.0696
H 3.165 0.077 -5.438  0.0801
C 1.523 -4.289 -1.694  -0.0402
C 0.154 -4.682 -0.976  -0.3719
C 0.265 -5.046 0.506  -0.2106
O 0.887 -6.312 0.700  -0.1815
C 1.039 -6.569 2.057  -0.1613
N -0.765 -3.530 -1.128  0.0534
H 1.757 -3.317 -1.258  0.0587
H 1.343 -4.090 -2.750  0.0578
H 2.305 -4.979 -1.376  0.0655
H -0.300 -5.581 -1.392  0.1269
H -0.701 -4.966 1.006  0.1204
H 0.914 -4.348 1.035  0.1012
H 1.673 -5.895 2.634  0.0830
H 1.527 -7.544 2.083  0.0816
H 0.075 -6.759 2.530  0.0814
H -0.727 -3.201 -2.083  0.0390
H -0.471 -2.746 -0.564  0.0224
C 4.706 1.538 3.782  -0.1352
C 5.870 1.984 2.957  -0.4719
C 6.927 2.711 3.844  -0.2090
O 6.305 3.886 4.348  -0.2042
C 7.107 4.736 5.065  -0.1589
N 6.369 0.762 2.303  0.0239
H 4.242 2.348 4.344  0.0703
H 4.936 0.698 4.438  0.0711
H 3.883 1.244 3.130  0.0606
H 5.425 2.692 2.257  0.1201
H 7.774 2.980 3.213  0.1112
H 7.185 1.961 4.591  0.1173
H 8.110 4.817 4.645  0.0788
H 7.116 4.310 6.068  0.0864
H 6.650 5.723 5.000  0.0869
H 7.284 0.860 1.887  0.0493
H 6.562 0.067 3.010  0.0488
C -0.999 -0.034 -0.559  -0.0427
C -1.388 -0.588 0.807  -0.4153
C -0.235 -0.686 1.780  -0.2027
O 0.602 -1.760 1.310  -0.2122
C 1.801 -1.742 1.969  -0.1856
N -2.394 0.309 1.426  0.0494
H -0.619 0.974 -0.394  0.0813
H -1.842 -0.090 -1.247  0.0566
H -0.183 -0.564 -1.052  0.0686
H -1.885 -1.558 0.825  0.1223
H -0.619 -0.920 2.773  0.1138
H 0.240 0.291 1.864  0.1135
H 1.697 -2.236 2.934  0.0760
H 2.189 -0.725 2.023  0.0770
H 2.554 -2.334 1.448  0.0753
H -3.164 0.461 0.789  0.0520
H -2.732 -0.074 2.297  0.0316
C -3.850 2.866 -0.380  -0.0885
C -3.643 3.537 0.915  -0.4687
C -4.643 3.178 2.046  -0.1906
O -5.968 3.547 1.778  -0.1888
C -6.963 2.999 2.563  -0.1433
N -2.267 3.444 1.310  0.0407
H -3.577 1.814 -0.463  0.0485
H -3.146 3.295 -1.093  0.0789
H -4.854 3.058 -0.760  0.0811
H -3.724 4.582 0.617  0.1337
H -4.382 3.829 2.880  0.1206
H -4.650 2.099 2.201  0.1064
H -7.870 3.566 2.354  0.0850
H -6.695 3.147 3.610  0.0788
H -7.242 1.960 2.387  0.0809
H -2.166 3.861 2.224  0.0571
H -2.012 2.475 1.438  0.0274
C -1.628 -2.267 -7.219  -0.0663
C -0.624 -1.519 -6.368  -0.4873
C -0.379 -2.051 -4.918  -0.1560
O -1.540 -2.093 -4.059  -0.2283
C -2.261 -0.835 -3.970  -0.0912
N 0.646 -1.484 -7.015  0.0197
H -1.295 -3.292 -7.377  0.0790
H -1.791 -1.756 -8.169  0.0734
H -2.606 -2.368 -6.748  0.0715
H -0.951 -0.481 -6.418  0.1196
H 0.332 -1.435 -4.367  0.1055
H -0.002 -3.066 -5.041  0.1217
H -1.456 -0.133 -3.754  0.0695
H -2.992 -0.814 -3.162  0.0814
H -2.621 -0.525 -4.951  0.0697
H 0.514 -1.092 -7.936  0.0660
H 1.111 -0.671 -6.635  0.0160
C -4.069 1.078 4.601  -0.0799
C -5.166 -0.018 4.665  -0.4195
C -4.621 -1.448 4.621  -0.1882
O -3.672 -1.595 3.538  -0.2219
C -3.273 -2.945 3.301  -0.1065
N -5.885 0.151 5.916  0.0201
H -4.464 2.094 4.611  0.0545
H -3.421 0.985 3.730  0.0410
H -3.399 1.020 5.459  0.0729
H -5.805 0.160 3.799  0.1253
H -5.478 -2.071 4.365  0.1212
H -4.269 -1.707 5.619  0.1193
H -3.807 -3.398 2.466  0.0860
H -3.304 -3.582 4.184  0.0836
H -2.251 -2.834 2.940  0.0716
H -6.227 1.094 6.038  0.0612
H -5.321 0.015 6.742  0.0638

Calculated values
Multiplicity   2
Kohn-Sham gap (spin up / spin down)   1.478 / 9.008 eV
Electronic energy   -2022.72855 Ha
Max |F|   2.445 eV/A
Net charge   -1
LUMO (spin up / spin down)   2.401 / 2.371 eV